Density functional theory data (ωB97M-V/def2-TZVPD) for C25H41ClIrN2O3P as an isolated structure.

The geometry in XYZ format:
```
74
Properties=species:S:1:pos:R:3:forces:R:3
Ir -0.807 0.900 -1.361 2.790 -0.721 2.012
C 6.337 -0.098 -2.112 -0.430 -0.223 -0.029
C 5.574 -0.062 -0.780 0.788 0.296 -0.366
C 5.933 -1.322 0.011 -0.270 -0.031 0.242
C 6.044 1.218 -0.063 -0.401 -0.224 0.400
C 4.072 0.005 -0.944 0.408 -0.014 -0.514
C 3.452 -0.018 -2.195 -0.395 -0.086 0.180
C 2.074 0.064 -2.270 0.521 -0.024 -0.833
N 1.299 0.171 -1.198 -1.703 0.967 -0.051
C 1.856 0.164 0.032 0.845 0.086 0.389
C 3.238 0.099 0.172 -0.927 -0.084 0.226
C 0.911 0.251 1.158 0.766 -0.101 0.065
C 1.261 0.025 2.489 -0.274 0.131 -0.673
C 0.315 0.143 3.507 0.032 0.054 0.300
C -0.995 0.439 3.115 0.103 0.022 -0.453
C -1.286 0.628 1.781 -1.063 0.208 0.520
N -0.358 0.561 0.830 -0.846 0.379 -2.661
C 0.642 -0.031 4.972 0.725 -0.109 0.574
C 0.143 1.199 5.745 -0.578 -0.059 -0.187
C 2.147 -0.157 5.261 -0.263 0.022 -0.442
C -0.037 -1.316 5.469 -0.372 0.096 -0.210
H 7.412 -0.154 -1.948 -0.066 0.024 0.221
H 6.152 0.811 -2.679 -0.030 0.013 -0.262
H 6.071 -0.985 -2.685 -0.025 0.036 -0.239
H 7.006 -1.359 0.177 0.083 0.049 0.050
H 5.646 -2.228 -0.520 -0.008 -0.041 -0.129
H 5.431 -1.340 0.976 0.079 -0.030 0.204
H 7.128 1.229 0.001 0.056 -0.055 0.016
H 5.644 1.262 0.949 0.064 0.128 0.158
H 5.724 2.110 -0.598 0.006 0.090 -0.085
H 4.017 -0.101 -3.109 0.066 -0.019 -0.057
H 1.576 0.034 -3.231 -0.024 0.059 -0.050
H 3.673 0.126 1.159 -0.004 -0.009 0.061
H 2.274 -0.251 2.732 0.086 0.039 -0.061
H -1.787 0.530 3.841 -0.110 -0.010 -0.005
H -2.297 0.843 1.461 0.013 0.065 0.010
H 0.527 2.124 5.319 0.106 0.056 0.030
H 0.448 1.139 6.787 0.064 -0.053 -0.007
H -0.946 1.247 5.732 -0.058 0.106 0.091
H 2.665 0.745 4.943 0.256 0.008 -0.078
H 2.560 -1.043 4.784 0.229 -0.037 -0.104
H 2.321 -0.271 6.329 -0.150 0.019 0.021
H -1.108 -1.284 5.275 -0.163 -0.065 0.131
H 0.117 -1.421 6.539 0.005 0.026 0.095
H 0.359 -2.202 4.978 0.118 -0.044 -0.048
C -6.047 1.274 -1.632 0.180 -0.178 -0.329
C -4.667 1.090 -1.037 -0.504 1.071 0.610
O -4.112 -0.156 -1.476 2.036 -0.650 -0.375
P -2.651 -0.441 -2.076 -3.441 -0.688 -1.462
O -2.651 -2.019 -2.036 1.300 1.949 -0.309
C -3.263 -2.838 -1.016 -0.588 -0.928 0.958
C -4.657 -3.263 -1.429 0.272 0.205 -0.244
O -2.660 -0.100 -3.624 1.611 0.744 2.447
C -3.619 -0.585 -4.592 -0.769 -0.798 -1.422
C -4.425 0.551 -5.166 -0.009 0.310 0.532
H -6.537 2.137 -1.187 0.011 0.015 0.073
H -6.661 0.390 -1.462 -0.023 0.027 0.147
H -5.992 1.430 -2.710 -0.026 0.072 0.107
H -4.741 1.041 0.055 0.095 -0.043 -0.163
H -3.996 1.917 -1.302 -0.211 -0.260 0.033
H -3.290 -2.289 -0.069 0.083 -0.020 -0.104
H -2.608 -3.706 -0.912 -0.028 0.238 0.001
H -5.298 -2.404 -1.602 -0.078 0.061 0.063
H -5.090 -3.861 -0.633 -0.032 -0.115 0.083
H -4.624 -3.860 -2.337 0.008 -0.107 -0.021
H -4.250 -1.354 -4.137 0.121 0.134 0.097
H -3.029 -1.060 -5.384 -0.008 0.070 0.331
H -5.108 0.970 -4.424 0.019 -0.090 -0.106
H -5.019 0.192 -6.001 0.016 -0.059 -0.086
H -3.779 1.359 -5.505 0.064 -0.057 -0.190
Cl -2.355 3.678 -2.134 0.871 -0.639 0.095
C -0.763 2.984 -2.179 -1.269 0.088 0.444
H -0.085 3.617 -1.603 0.161 -0.562 0.373
H -0.450 2.883 -3.221 0.091 -0.730 -0.032
```
Forces are in eV/Å.

Results
net charge = +3
gap between HOMO and LUMO (alpha / beta) = 5.4 / 5.6 eV
HOMO level (alpha / beta) = -18.3 / -18.3 eV
spin multiplicity = 2

=====

Density functional theory data (ωB97M-V/def2-TZVPD) for a 12-piece molecular cluster, C25H41N12O3S overall.

The geometry in XYZ format:
```
82
Properties=species:S:1:pos:R:3:forces:R:3
C 7.906 -0.867 -0.427 -0.246 1.275 0.075
C 6.515 -0.224 -1.096 0.286 -1.575 0.040
C 5.557 -1.450 -1.711 1.933 0.277 -0.237
N 4.176 -0.979 -2.113 0.317 -0.153 1.717
S 3.110 -0.748 -0.748 -6.808 1.608 3.471
O 3.245 0.667 -0.072 0.705 -3.797 -2.624
O 3.215 -1.829 0.356 0.789 2.350 -3.974
O 1.487 -0.779 -1.371 5.943 -0.135 1.295
H 8.711 0.008 -0.535 -1.449 -2.077 0.269
H 7.778 -1.089 0.734 0.201 0.448 -3.123
H 8.277 -1.824 -0.998 -0.741 1.877 1.054
H 6.828 0.421 -2.024 -0.775 -0.893 1.924
H 5.922 0.362 -0.274 1.119 -0.953 -1.794
H 6.102 -1.770 -2.724 -1.271 0.485 2.135
H 5.550 -2.397 -0.989 -0.402 2.273 -1.534
H 4.202 -0.069 -2.622 -0.063 -0.885 0.667
C -0.332 0.440 -3.854 0.900 0.591 -0.483
C 0.869 1.087 -4.523 6.576 3.470 -3.552
N 1.866 1.624 -5.079 -7.980 -4.264 4.371
H -1.236 1.014 -4.075 0.200 -0.001 -0.118
H -0.459 -0.582 -4.223 0.155 0.188 0.013
H -0.184 0.411 -2.771 0.325 -0.045 -0.103
C -1.581 -2.711 -1.419 -1.061 0.272 -0.556
C -2.885 -2.324 -2.098 -6.943 2.031 -3.555
N -3.967 -2.004 -2.661 8.421 -2.531 4.399
H -0.762 -2.100 -1.810 0.000 0.045 0.136
H -1.661 -2.551 -0.340 -0.050 0.150 -0.236
H -1.361 -3.765 -1.608 -0.152 0.162 -0.102
C 0.993 1.825 1.632 -0.113 0.748 1.197
C 0.823 2.696 2.867 -0.988 4.628 6.512
N 0.681 3.418 3.891 1.190 -5.568 -7.957
H 0.420 0.901 1.746 0.071 0.195 0.015
H 0.635 2.359 0.748 0.068 -0.047 0.215
H 2.048 1.576 1.495 -0.135 0.005 -0.054
C -3.997 1.088 -0.457 1.264 -0.636 0.633
C -2.763 0.481 0.191 6.759 -3.254 3.429
N -1.740 -0.023 0.728 -8.201 3.929 -4.218
H -3.980 0.907 -1.535 0.082 -0.094 0.194
H -4.900 0.638 -0.035 0.486 0.079 -0.060
H -4.020 2.167 -0.278 0.056 -0.220 0.079
C 3.481 -5.503 2.205 0.949 0.593 -0.605
C 4.682 -4.856 1.535 6.587 3.606 -3.711
N 5.679 -4.318 0.979 -7.899 -4.433 4.525
H 2.577 -4.929 1.984 0.253 0.049 -0.052
H 3.354 -6.524 1.835 0.125 0.186 -0.001
H 3.629 -5.532 3.288 0.057 0.054 -0.191
C 0.890 6.456 5.556 0.062 1.216 -0.506
C 0.919 7.856 4.963 0.138 7.622 -3.189
N 0.942 9.017 4.472 -0.184 -9.218 3.910
H 0.955 5.712 4.757 -0.078 0.124 0.080
H 1.736 6.323 6.237 -0.122 0.148 -0.133
H -0.040 6.305 6.110 0.114 0.115 -0.166
C 7.406 -3.833 4.402 0.201 0.910 -0.873
C 7.675 -2.739 3.381 1.449 6.019 -5.666
N 7.898 -1.832 2.534 -1.695 -7.476 7.522
H 6.392 -4.220 4.274 0.167 0.156 -0.120
H 8.119 -4.651 4.268 -0.089 0.198 -0.082
H 7.510 -3.432 5.414 0.011 0.044 -0.222
C -8.034 1.250 -2.915 0.620 -0.007 1.191
C -7.362 1.354 -1.556 3.653 0.534 7.398
N -6.804 1.440 -0.428 -4.982 -0.558 -9.054
H -7.693 2.062 -3.563 -0.083 -0.098 0.222
H -7.786 0.293 -3.382 0.066 0.103 0.189
H -9.120 1.319 -2.801 0.350 0.057 0.095
C -6.465 -4.671 -2.749 -1.035 0.300 -0.593
C -7.769 -4.285 -3.428 -7.120 2.109 -3.699
N -8.850 -3.965 -3.991 8.626 -2.546 4.507
H -5.646 -4.061 -3.140 -0.197 0.034 0.051
H -6.544 -4.511 -1.670 -0.079 0.045 -0.219
H -6.244 -5.726 -2.937 -0.169 0.161 -0.036
C -12.443 1.178 -4.331 0.983 0.744 -0.039
C -11.231 2.094 -4.382 6.578 5.061 -0.340
N -10.225 2.854 -4.425 -8.161 -6.057 0.283
H -13.243 1.651 -3.756 0.220 0.017 -0.081
H -12.802 0.978 -5.344 0.165 0.100 0.140
H -12.174 0.231 -3.854 0.068 0.192 -0.077
C 4.346 4.338 4.606 -0.188 0.463 1.117
C 4.089 4.901 5.995 -1.356 3.024 7.546
N 3.876 5.368 7.146 1.720 -3.718 -9.174
H 3.566 4.674 3.918 0.029 -0.053 0.220
H 5.317 4.681 4.239 -0.149 0.007 0.183
H 4.344 3.245 4.641 -0.071 0.207 0.088
```
Forces are in eV/Å.

Results
net charge = -1
ΔE to the lowest compared entry with this formula, charge and spin = 1138.2 kJ/mol
gap between HOMO and LUMO = 7.0 eV
HOMO level = -5.5 eV

=====

Density functional theory data (ωB97M-V/def2-TZVPD) for C25H41N4P2PtS as an isolated structure.

The geometry in XYZ format:
```
74
Properties=species:S:1:pos:R:3:forces:R:3
Pt 0.266 -0.242 -0.960 -0.054 -0.220 0.710
C -3.063 -1.265 -1.840 0.018 -0.073 0.062
C -2.336 -2.535 -1.416 0.049 0.098 0.247
C -1.688 -3.220 -2.614 0.140 0.027 0.167
P -1.020 -2.050 -0.195 0.353 -0.109 -1.039
C -0.232 -3.637 0.391 0.001 0.298 -0.031
C 0.415 -3.359 1.747 0.042 0.057 -0.135
C -1.111 -4.890 0.412 0.040 0.113 -0.024
C -1.949 -1.367 1.209 0.117 -0.051 -0.064
C -2.706 -2.164 2.055 -0.025 0.159 -0.143
C -3.319 -1.635 3.176 0.014 0.052 0.068
C -3.161 -0.285 3.470 -0.090 0.026 0.113
C -2.431 0.534 2.642 0.041 0.129 -0.112
C -1.814 0.022 1.480 -0.542 -0.397 0.654
N -0.999 0.758 0.703 0.610 -0.791 -0.868
C -0.837 2.098 0.668 0.062 1.182 0.087
C -1.891 3.031 0.734 -0.055 -0.241 0.124
C -1.649 4.370 0.528 0.023 0.129 -0.014
C -0.364 4.825 0.246 -0.081 0.031 -0.024
C 0.689 3.930 0.174 0.003 -0.087 0.100
C 0.479 2.576 0.401 -0.048 -0.223 -0.027
P 1.705 1.254 0.219 0.242 -0.280 -0.264
C 3.262 2.066 -0.401 -0.282 -0.194 0.174
C 4.080 2.792 0.663 -0.113 0.118 -0.162
C 4.100 1.017 -1.131 -0.184 0.018 -0.148
C 1.943 0.569 1.940 -0.003 0.179 -0.224
C 3.031 -0.503 1.917 -0.169 0.000 -0.108
C 2.144 1.592 3.055 -0.083 -0.118 -0.070
H -3.830 -1.491 -2.576 -0.111 -0.039 -0.068
H -2.349 -0.569 -2.283 -0.001 0.031 -0.053
H -3.535 -0.791 -0.981 -0.104 0.164 0.022
H -3.051 -3.201 -0.923 0.055 -0.041 -0.024
H -0.848 -2.623 -2.978 -0.018 0.023 -0.069
H -2.405 -3.334 -3.423 -0.108 -0.037 -0.080
H -1.311 -4.205 -2.354 0.054 -0.117 -0.042
H 0.577 -3.791 -0.336 -0.129 0.095 0.075
H -0.334 -3.210 2.522 -0.021 -0.031 0.090
H 1.027 -2.460 1.687 0.096 0.074 0.104
H 1.051 -4.191 2.041 0.060 -0.059 0.008
H -0.747 -5.563 1.185 -0.008 -0.131 0.025
H -1.068 -5.418 -0.537 -0.068 -0.059 -0.049
H -2.155 -4.677 0.622 -0.088 -0.063 0.046
H -2.824 -3.216 1.848 0.030 -0.105 -0.036
H -3.890 -2.274 3.830 -0.091 -0.034 0.068
H -3.606 0.120 4.366 -0.044 0.074 0.074
H -2.283 1.572 2.894 -0.011 0.099 0.081
H -2.899 2.674 0.893 -0.075 -0.009 0.040
H -2.461 5.079 0.573 -0.121 0.022 -0.011
H -0.190 5.877 0.077 0.013 0.096 -0.003
H 1.678 4.297 -0.055 0.113 0.013 0.023
H 2.904 2.791 -1.146 -0.020 -0.130 0.100
H 4.601 2.079 1.297 0.018 -0.033 0.106
H 3.459 3.430 1.287 0.038 0.088 0.098
H 4.834 3.414 0.182 0.088 0.044 -0.014
H 4.500 0.279 -0.440 0.045 -0.071 0.067
H 4.937 1.491 -1.639 0.104 0.056 -0.030
H 3.494 0.496 -1.873 0.080 -0.032 -0.031
H 0.979 0.068 2.108 0.147 0.077 -0.103
H 4.025 -0.061 1.891 0.083 0.037 -0.016
H 2.911 -1.147 1.043 0.063 -0.078 0.063
H 2.966 -1.117 2.814 0.031 -0.068 0.085
H 3.179 1.914 3.130 0.062 0.065 -0.019
H 1.872 1.133 4.003 0.001 0.014 0.137
H 1.512 2.467 2.907 -0.021 0.082 0.098
N -0.830 1.609 -2.491 -0.056 0.431 -0.060
N -0.652 1.368 -3.854 -0.250 0.235 -0.227
C 0.217 0.441 -4.315 0.067 -0.082 0.191
N 0.332 0.328 -5.646 -0.218 0.279 -0.172
S 1.154 -0.556 -3.356 0.087 -0.274 0.621
H -1.817 1.637 -2.246 0.166 -0.131 -0.195
H -0.394 2.484 -2.195 -0.051 -0.192 -0.235
H -1.132 1.962 -4.524 0.114 -0.117 0.192
H -0.134 0.944 -6.292 0.002 -0.010 0.027
H 0.990 -0.339 -6.012 -0.028 0.011 0.046
```
Forces are in eV/Å.

Results
net charge = +1
ΔE to the lowest compared entry with this formula, charge and spin = 31.8 kJ/mol
gap between HOMO and LUMO (alpha / beta) = 7.0 / 4.9 eV
HOMO level (alpha / beta) = -9.1 / -9.6 eV
spin multiplicity = 3

=====

no.,maximum force (eV/Å)
1,3.80
2,10.74
3,1.32